This record from the OMol25 dataset describes a cluster of 15 separate species, H28O18S in total. The level of theory is ωB97M-V/def2-TZVPD.

```
47
H28O18S ωB97M-V/def2-TZVPD
S 4.54 22.01 15.22
O 4.57 20.68 14.60
O 4.60 23.02 14.17
O 3.31 22.10 16.05
O 5.74 22.22 16.00
O 6.70 20.14 13.03
H 5.99 20.03 13.76
H 7.22 20.90 13.16
O 4.65 22.62 11.56
H 4.70 22.66 12.51
H 5.50 22.14 11.39
O 8.05 23.14 15.79
H 7.00 22.73 15.93
H 8.07 23.35 14.90
O 4.44 18.62 16.24
H 4.38 19.36 15.78
H 3.87 18.83 16.77
O 6.86 20.17 17.07
H 6.12 19.61 16.88
H 6.70 20.91 16.51
O 7.72 22.64 13.16
H 8.60 22.88 12.84
H 7.24 23.43 13.14
O 5.87 23.12 18.54
H 5.98 22.52 17.75
H 5.04 23.12 18.44
O 2.00 23.60 17.60
H 1.42 22.98 17.99
H 2.60 23.11 17.05
O 3.64 25.27 15.09
H 3.98 24.47 14.84
H 3.31 25.00 15.91
O 0.96 21.86 14.70
H 1.52 21.76 15.39
H 1.17 22.73 14.34
O 2.09 23.45 12.83
H 3.09 23.33 12.73
H 1.79 23.11 12.00
O 6.17 24.97 13.15
H 6.62 25.28 14.01
H 5.47 24.37 13.53
O 3.45 19.37 12.83
H 3.49 18.49 13.06
H 3.91 19.73 13.74
O 2.28 19.86 17.48
H 2.52 20.16 18.34
H 2.72 20.51 16.94
```

Its energy above the lowest of the compared OMol25 structures with the same formula, charge and spin is 135.7 kcal/mol. The net charge is -2. As for the spin multiplicity: 1.

---

This record from the OMol25 dataset describes a cluster of 3 separate species, C4H11NO3 in total. The level of theory is ωB97M-V/def2-TZVPD.

```
19
C4H11NO3 ωB97M-V/def2-TZVPD
C 0.00 0.88 1.18
C -2.21 -1.34 1.15
O -1.70 -0.41 0.20
H -1.40 -1.85 1.69
H -2.82 -2.10 0.64
H -2.83 -0.80 1.85
H -0.98 1.19 1.51
H 0.54 0.26 1.88
H 0.50 1.74 0.76
C 0.70 1.11 -2.07
N 0.87 -0.42 -0.20
C 1.55 0.30 -1.13
O 1.74 -1.18 0.60
O 2.78 0.32 -1.16
H 2.63 -0.90 0.28
H -0.87 -0.77 -0.22
H 1.05 0.95 -3.10
H 0.81 2.17 -1.84
H -0.36 0.84 -2.02
```

Its energy above the lowest of the compared OMol25 structures with the same formula, charge and spin is 133.8 kcal/mol. The net charge is 0. As for the spin multiplicity: 1.

---

This record from the OMol25 dataset describes a structure of composition C5H15N2S. The level of theory is ωB97M-V/def2-TZVPD.

```
23
C5H15N2S ωB97M-V/def2-TZVPD
N -1.05 1.81 -0.24
C 0.30 0.90 -0.58
C 1.69 1.37 0.00
S 2.75 -0.05 0.01
C -0.09 -0.61 -0.37
N -1.48 -0.78 -0.56
C -2.20 -1.25 0.61
C -3.70 -0.97 0.66
H -0.70 2.75 -0.44
H -0.32 1.31 0.53
H 6.32 -1.64 1.46
H 0.35 0.93 -1.68
H 1.58 1.65 1.06
H 2.12 2.07 -0.72
H 5.92 -1.87 0.88
H 0.20 -0.78 0.68
H 0.65 -1.12 -0.99
H -1.83 0.13 -0.90
H -1.70 -0.77 1.51
H -2.12 -2.35 0.67
H -4.06 -1.29 -0.34
H -4.24 -1.70 1.30
H -4.20 -0.02 0.91
```

Its energy above the lowest of the compared OMol25 structures with the same formula, charge and spin is 233.0 kcal/mol. The net charge is +1. As for the spin multiplicity: 1.

---

This record from the OMol25 dataset describes a cluster of 7 separate species, C13H35F2N13O8 in total. The level of theory is ωB97M-V/def2-TZVPD.

```
71
C13H35F2N13O8 ωB97M-V/def2-TZVPD
C 1.71 -2.14 3.98
C 1.46 -3.51 3.36
F 2.45 -4.40 3.83
C 0.12 -4.13 3.70
C -1.06 -3.52 2.96
C -2.40 -3.78 3.69
F -2.28 -4.64 4.75
N -2.88 -2.49 4.23
C -1.95 -1.49 3.93
O -1.86 -0.41 4.50
C -1.14 -2.00 2.76
O -2.05 -1.75 1.64
H 0.93 -1.92 4.71
H 2.69 -2.08 4.43
H 1.59 -1.40 3.21
H 1.61 -3.48 2.28
H 0.00 -4.10 4.78
H 0.17 -5.18 3.42
H -1.19 -3.92 1.96
H -3.16 -4.18 3.03
H -2.95 -2.59 5.24
H -0.24 -1.45 2.53
H -1.52 -1.68 0.85
N 3.41 0.23 1.58
C 2.29 0.99 1.62
N 2.46 2.33 1.48
O 1.17 0.50 1.77
H 4.33 0.61 1.45
H 3.31 -0.76 1.67
H 1.64 2.91 1.50
H 3.36 2.76 1.35
N -0.39 0.35 -3.25
C 0.52 0.21 -2.24
N 0.07 0.50 -0.99
O 1.68 -0.14 -2.45
H -1.34 0.65 -3.11
H -0.09 0.13 -4.18
H 0.72 0.43 -0.22
H -0.87 0.80 -0.81
N 5.41 -0.40 -4.65
C 4.75 -1.31 -5.44
N 3.42 -1.46 -5.15
O 5.30 -1.93 -6.32
H 4.97 0.10 -3.90
H 6.38 -0.27 -4.82
H 2.90 -2.11 -5.70
H 2.95 -0.95 -4.42
N -3.34 3.20 -5.57
C -3.25 1.93 -5.09
N -3.31 0.94 -6.03
O -3.12 1.68 -3.90
H -3.43 3.42 -6.54
H -3.30 3.94 -4.90
H -3.27 -0.01 -5.71
H -3.42 1.11 -7.01
N 2.41 3.21 -4.98
C 1.28 3.97 -4.90
N 0.22 3.37 -4.27
O 1.21 5.10 -5.35
H 2.48 2.28 -4.61
H 3.20 3.61 -5.44
H -0.63 3.89 -4.18
H 0.26 2.43 -3.89
N -2.75 1.97 6.49
C -3.86 2.71 6.17
N -4.64 2.16 5.19
O -4.12 3.77 6.70
H -2.53 1.10 6.05
H -2.14 2.34 7.20
H -5.46 2.66 4.92
H -4.43 1.29 4.74
```

Its energy above the lowest of the compared OMol25 structures with the same formula, charge and spin is 12.1 kcal/mol. The net charge is 0. As for the spin multiplicity: 1.

---

This record from the OMol25 dataset describes the molecule C21H20N6O2S. The level of theory is ωB97M-V/def2-TZVPD.

```
50
C21H20N6O2S ωB97M-V/def2-TZVPD
C -1.54 -1.46 1.20
C -2.84 -1.02 1.86
N -3.39 -1.80 2.76
O -2.78 -3.01 3.19
C -3.57 0.20 1.38
C -4.79 0.69 2.10
C -5.42 1.87 1.75
C -4.88 2.60 0.60
N -5.25 3.75 0.04
N -4.33 4.05 -0.97
C -3.44 3.08 -0.98
S -2.25 2.92 -2.26
C -0.78 2.59 -1.30
C -0.51 3.35 -0.13
C 0.60 3.02 0.65
C 1.38 1.92 0.37
N 2.37 1.62 1.25
C 3.14 0.54 0.96
C 3.00 -0.22 -0.23
N 3.81 -1.31 -0.53
C 4.84 -1.27 -1.58
C 4.41 -2.22 -2.69
O 4.03 -3.54 -2.15
C 2.94 -3.50 -1.20
C 3.37 -2.63 -0.01
C 1.94 0.09 -1.08
C 1.11 1.15 -0.79
C 0.07 1.51 -1.64
N -3.75 2.12 -0.04
C -3.09 0.91 0.28
H -1.76 -2.04 0.27
H -0.92 -2.05 1.89
H -0.88 -0.62 0.90
H -3.47 -3.67 3.49
H -5.22 0.16 2.94
H -6.32 2.23 2.27
H -1.14 4.21 0.12
H 0.81 3.57 1.58
H 3.98 0.29 1.59
H 5.02 -0.23 -1.93
H 5.78 -1.62 -1.13
H 3.58 -1.80 -3.24
H 5.27 -2.40 -3.37
H 2.60 -4.50 -0.89
H 2.08 -3.03 -1.73
H 4.23 -3.08 0.48
H 2.54 -2.59 0.72
H 1.77 -0.53 -1.94
H -0.13 0.98 -2.59
H -2.20 0.71 -0.24
```

Its energy above the lowest of the compared OMol25 structures with the same formula, charge and spin is 137.5 kcal/mol. The net charge is 0. As for the spin multiplicity: 1.

---

This record from the OMol25 dataset describes the molecule C7H11N3O4. The level of theory is ωB97M-V/def2-TZVPD.

```
25
C7H11N3O4 ωB97M-V/def2-TZVPD
C 3.41 0.21 0.49
O 2.67 -1.03 0.28
C 1.36 -0.82 0.28
C 0.61 -2.08 0.17
N 0.86 0.33 0.08
C -0.59 0.58 0.05
O -0.85 1.72 -0.69
C -0.02 2.11 -1.80
N -1.03 0.71 1.37
C -2.18 0.35 1.68
C -3.03 -0.31 0.75
N -2.53 -0.73 -0.38
O -3.19 -1.32 -1.22
O -1.25 -0.51 -0.64
H 3.29 0.89 -0.34
H 4.43 -0.26 0.63
H 3.09 0.69 1.42
H -0.03 -2.03 -0.72
H -0.26 -2.11 0.84
H 1.36 -2.87 0.24
H -0.13 1.60 -2.75
H 0.97 1.88 -1.44
H -0.41 3.11 -1.97
H -2.52 0.48 2.79
H -4.03 -0.60 0.89
```

Its energy above the lowest of the compared OMol25 structures with the same formula, charge and spin is 142.2 kcal/mol. The net charge is 0. As for the spin multiplicity: 1.

---

This record from the OMol25 dataset describes the ion C4H8N2P with charge +1. The level of theory is ωB97M-V/def2-TZVPD.

```
15
C4H8N2P ωB97M-V/def2-TZVPD
H -4.86 1.08 -0.45
P -3.95 0.01 -0.46
C -2.31 0.54 0.77
N -1.24 -0.21 0.52
C -0.06 0.07 1.02
N 1.04 -0.69 0.81
C 2.04 -0.82 0.04
C 2.38 -0.03 -1.22
H -2.29 1.18 1.62
H -1.30 -0.94 -0.20
H 0.09 0.85 1.86
H 2.98 -1.40 0.28
H 3.37 0.40 -0.98
H 2.46 -0.78 -2.03
H 1.66 0.75 -1.59
```

Its energy above the lowest of the compared OMol25 structures with the same formula, charge and spin is 93.6 kcal/mol. The net charge is +1. As for the spin multiplicity: 1.

---

This record from the OMol25 dataset describes the molecule CH4IN. The level of theory is ωB97M-V/def2-TZVPD.

```
7
CH4IN ωB97M-V/def2-TZVPD
C 1.30 0.54 -0.22
N -2.34 -1.19 0.01
I -1.21 0.42 -0.21
H 1.71 1.40 0.22
H 1.51 0.45 -1.28
H 1.38 -0.37 0.48
H -2.36 -1.25 0.98
```

Its energy above the lowest of the compared OMol25 structures with the same formula, charge and spin is 79.8 kcal/mol. The net charge is 0. As for the spin multiplicity: 1.

---

This record from the OMol25 dataset describes a structure of composition C17H27BNO4P2Ru. The level of theory is ωB97M-V/def2-TZVPD.

```
53
C17H27BNO4P2Ru ωB97M-V/def2-TZVPD
Ru 0.16 0.59 -0.72
P 1.91 -0.71 -0.17
C 2.40 -1.04 -1.93
C 1.16 -1.51 -2.65
N 0.00 -0.97 -2.21
C -1.19 -1.43 -2.63
C -1.24 -2.36 -3.67
C -0.07 -2.85 -4.21
C 1.15 -2.43 -3.69
C -2.43 -0.93 -1.94
P -2.02 0.56 -0.93
H 2.11 -2.78 -4.05
H -2.22 -2.67 -4.01
H -0.09 -3.56 -5.04
H -3.21 -0.70 -2.68
H -2.84 -1.70 -1.26
H 2.75 -0.05 -2.33
H 3.21 -1.77 -1.99
H 1.18 2.81 -1.79
O 1.69 1.93 -1.89
H 1.57 1.63 -2.82
H -0.05 3.04 -0.45
O 0.02 3.69 -1.20
H -0.03 4.61 -0.82
C -2.45 1.91 -2.09
H -3.43 1.74 -2.55
H -2.44 2.86 -1.55
H -1.69 1.94 -2.88
C -3.20 0.59 0.42
H -3.02 1.50 1.01
H -4.25 0.60 0.08
H -3.03 -0.28 1.07
C 1.72 -2.34 0.58
H 2.66 -2.90 0.53
H 1.41 -2.21 1.63
H 0.93 -2.90 0.06
C 3.36 0.06 0.59
H 3.06 0.43 1.58
H 4.18 -0.67 0.70
H 3.68 0.90 -0.04
O -0.42 -0.65 2.19
B 0.02 0.40 1.31
O 0.31 1.58 2.12
C 0.04 1.23 3.40
C 0.28 1.95 4.55
C 0.10 1.30 5.78
C -0.32 -0.04 5.83
C -0.56 -0.76 4.65
C -0.39 -0.11 3.45
H 0.60 2.99 4.49
H 0.28 1.84 6.70
H -0.44 -0.53 6.80
H -0.87 -1.81 4.66
```

Its energy above the lowest of the compared OMol25 structures with the same formula, charge and spin is 0.0 kcal/mol. The net charge is +3. As for the spin multiplicity: 5.

---

This record from the OMol25 dataset describes a cluster of 2 separate species, C3H8N2OS in total. The level of theory is ωB97M-V/def2-TZVPD.

```
15
C3H8N2OS ωB97M-V/def2-TZVPD
C 1.40 -0.37 1.78
C 0.66 -0.61 3.07
C 0.30 -1.06 1.68
N -1.40 -0.57 -1.61
N -0.04 0.71 -3.22
O -0.77 1.81 -0.99
S -1.40 0.83 -2.23
H -0.47 1.27 -0.25
H 2.26 0.08 1.36
H 1.04 -1.33 3.79
H 0.11 0.21 3.53
H -0.41 -1.57 1.08
H -2.30 -1.01 -1.58
H 0.39 1.58 -3.50
H 0.63 0.02 -2.91
```

Its energy above the lowest of the compared OMol25 structures with the same formula, charge and spin is 117.7 kcal/mol. The net charge is 0. As for the spin multiplicity: 1.

---

This record from the OMol25 dataset describes a cluster of 12 separate species, C37H72Br8N8O3 in total. The level of theory is ωB97M-V/def2-TZVPD.

```
128
C37H72Br8N8O3 ωB97M-V/def2-TZVPD
C 0.43 -0.35 1.84
N 0.11 0.21 0.54
C -1.23 -0.13 0.10
C 0.78 1.19 -0.07
O 0.47 1.86 -1.03
H 1.46 -0.12 2.12
H 0.44 -1.44 1.84
H -0.28 0.07 2.54
H -1.99 0.00 0.88
H -1.49 0.43 -0.79
H -1.27 -1.20 -0.15
H 1.76 1.31 0.44
C 3.03 0.35 -5.11
N 1.77 -0.27 -4.76
C 1.08 0.22 -3.59
C 1.22 -1.15 -5.62
O 0.16 -1.72 -5.39
H 3.61 -0.21 -5.84
H 3.67 0.56 -4.25
H 2.88 1.33 -5.57
H 1.72 0.15 -2.72
H 0.75 1.26 -3.69
H 0.14 -0.33 -3.57
H 1.79 -1.30 -6.55
C -7.60 -0.91 -1.05
N -6.48 -0.08 -0.62
C -5.30 -0.79 -0.17
C -6.65 1.25 -0.38
O -5.83 1.97 0.13
H -7.34 -1.43 -1.98
H -8.48 -0.31 -1.27
H -7.80 -1.68 -0.31
H -4.58 -0.12 0.30
H -5.45 -1.52 0.63
H -4.85 -1.33 -0.99
H -7.66 1.54 -0.72
Br 2.54 -5.94 1.23
C 3.09 -6.06 3.13
C 3.51 -4.68 3.61
Br 2.09 -3.38 3.26
H 3.88 -6.78 3.30
H 2.26 -6.45 3.72
H 4.43 -4.33 3.15
H 3.71 -4.75 4.68
Br -0.84 -0.35 5.13
C -2.28 0.89 5.72
C -3.17 1.38 4.62
Br -3.91 -0.07 3.53
H -1.86 1.69 6.34
H -2.78 0.33 6.52
H -2.70 2.07 3.93
H -4.00 1.86 5.15
Br 0.24 2.75 3.43
C 0.97 4.43 2.60
C 0.66 5.67 3.40
Br 1.36 7.27 2.49
H 0.61 4.48 1.58
H 2.03 4.20 2.47
H 1.21 5.65 4.33
H -0.41 5.67 3.55
Br -3.92 2.21 -4.38
C -4.06 0.42 -3.62
C -2.67 -0.20 -3.75
Br -2.65 -1.77 -2.55
H -4.78 -0.24 -4.10
H -4.36 0.55 -2.58
H -1.84 0.45 -3.53
H -2.51 -0.60 -4.74
C 4.72 2.29 4.47
C 5.91 2.33 3.52
C 5.73 3.31 2.35
C 4.57 3.02 1.50
N 3.68 2.80 0.82
H 3.76 2.13 3.96
H 4.68 3.26 4.97
H 4.81 1.50 5.21
H 6.05 1.35 3.05
H 6.79 2.60 4.10
H 6.64 3.29 1.74
H 5.48 4.31 2.70
C -3.33 3.71 1.08
C -2.34 3.52 -0.06
C -3.02 3.61 -1.45
C -3.70 4.86 -1.73
N -4.20 5.87 -1.95
H -2.85 4.39 1.79
H -3.58 2.80 1.63
H -4.29 4.11 0.77
H -1.95 2.50 -0.01
H -1.48 4.18 -0.14
H -3.64 2.74 -1.67
H -2.28 3.46 -2.24
C 6.72 1.75 -3.00
C 5.45 2.00 -2.17
C 5.05 0.82 -1.30
C 4.83 -0.39 -2.09
N 4.64 -1.34 -2.70
H 6.50 1.13 -3.88
H 7.53 1.31 -2.41
H 7.05 2.68 -3.48
H 4.63 2.28 -2.83
H 5.67 2.87 -1.55
H 4.10 1.04 -0.80
H 5.80 0.64 -0.53
C -1.89 -4.00 2.48
C -2.80 -3.73 1.29
C -2.81 -4.83 0.24
C -3.53 -6.05 0.66
N -4.10 -7.01 0.96
H -2.03 -3.21 3.23
H -0.83 -3.90 2.25
H -2.15 -4.99 2.87
H -2.59 -2.75 0.86
H -3.81 -3.57 1.66
H -1.80 -5.11 -0.06
H -3.34 -4.47 -0.65
C 0.98 -3.40 -0.90
C 0.94 -4.08 -2.26
C 0.90 -3.10 -3.44
C 0.74 -3.76 -4.70
N 0.60 -4.34 -5.68
H 1.07 -4.10 -0.07
H -0.01 -2.94 -0.78
H 1.74 -2.62 -0.85
H 0.10 -4.77 -2.36
H 1.81 -4.74 -2.36
H 1.79 -2.46 -3.48
H 0.02 -2.45 -3.34
```

The net charge is 0. As for the spin multiplicity: 1.

---

Number 1: E -1769.3222 Eh, strongest force on any atom 0.286 hartree/bohr. Number 2: E -439.3126 Eh, strongest force on any atom 0.039 hartree/bohr. Number 3: E -706.6053 Eh, strongest force on any atom 0.104 hartree/bohr. Number 4: E -2030.1058 Eh, strongest force on any atom 0.033 hartree/bohr. Number 5: E -1689.3114 Eh, strongest force on any atom 0.072 hartree/bohr. Number 6: E -738.3647 Eh, strongest force on any atom 0.062 hartree/bohr. Number 7: E -607.6716 Eh, strongest force on any atom 0.122 hartree/bohr. Number 8: E -392.7777 Eh, strongest force on any atom 0.082 hartree/bohr. Number 9: E -1821.2053 Eh, strongest force on any atom 0.060 hartree/bohr. Number 10: E -701.8899 Eh, strongest force on any atom 0.039 hartree/bohr. Number 11: E -22708.8257 Eh, strongest force on any atom 0.042 hartree/bohr.